# 1
This record from the OMol25 dataset describes a structure of composition C30H29ClCsN3O10P at a distorted geometry. The level of theory is ωB97M-V/def2-TZVPD.

```
! RIJCOSX wB97M-V def2-TZVPD def2/J DEFGRID3
* xyz -1 1
Cs 0.56244 1.20130 1.82705
O -2.87560 5.53635 2.60562
C -2.26422 4.76966 1.66751
O -1.17191 5.01535 1.24555
C -3.07927 3.56002 1.30746
C -4.46359 3.58427 1.35933
C -5.14918 2.44548 0.95541
C -4.42812 1.34011 0.54703
C -3.03559 1.41358 0.54841
N -2.37153 2.50567 0.91140
C -2.22398 0.18057 0.13765
O -2.86865 -0.82872 -0.19202
O -0.98118 0.32164 0.22254
H -2.24751 6.24697 2.80418
H -4.98095 4.46817 1.70263
H -6.23202 2.42788 0.96886
H -4.88752 0.41669 0.22625
O 2.93795 1.88601 4.51347
Cl 1.85392 2.72642 4.08157
O 1.80818 3.94762 4.83313
O 2.02904 3.03864 2.66938
O 0.60228 2.01072 4.23119
O 3.13949 3.50040 -0.01635
N 2.88689 2.36075 -0.75365
C 3.22744 2.50276 -1.96618
C 3.07304 1.42276 -2.96222
C 3.93658 1.49261 -4.06065
C 3.92436 0.52605 -5.04772
C 3.03104 -0.53230 -4.94537
C 2.15864 -0.59029 -3.87212
C 2.14118 0.37685 -2.86575
P 0.84561 0.34072 -1.48739
C -0.60723 0.12639 -2.60526
C -1.07278 -1.04781 -3.18726
C -2.18232 -1.03816 -4.02156
C -2.85003 0.14849 -4.28612
C -2.40395 1.32707 -3.70387
C -1.29761 1.31035 -2.86787
C 1.23338 -1.36136 -0.89248
C 2.57399 -1.69185 -0.68164
C 2.93340 -2.91807 -0.14152
C 1.95551 -3.84766 0.18638
C 0.61946 -3.52626 -0.01019
C 0.25759 -2.28967 -0.52777
H 2.79233 3.29508 0.86515
H 3.67804 3.44077 -2.29252
H 4.63388 2.32055 -4.12446
H 4.60532 0.59481 -5.88697
H 3.00711 -1.30443 -5.70469
H 1.46024 -1.41534 -3.81600
H -0.58049 -1.99011 -2.98092
H -2.53276 -1.96625 -4.45684
H -3.72026 0.15290 -4.93103
H -2.92543 2.25835 -3.88895
H -0.96806 2.22684 -2.38904
H 3.34836 -0.97924 -0.94298
H 3.97985 -3.14907 0.01738
H 2.23390 -4.81316 0.59272
H -0.15489 -4.24034 0.24924
H -0.79039 -2.03387 -0.63161
C -0.44966 -4.45211 4.01073
N 0.27065 -3.23910 3.67674
C 1.69579 -3.16267 3.95885
C -0.27317 -2.22618 2.94749
C -1.74212 -2.28042 2.62157
O 0.41653 -1.27991 2.59353
H 0.21654 -5.10075 4.57544
H -0.77237 -5.00197 3.12287
H -1.32541 -4.24920 4.62927
H 1.91774 -3.76579 4.83826
H 1.97239 -2.12931 4.14961
H 2.29190 -3.51759 3.11325
H -2.16234 -3.28334 2.63586
H -1.90172 -1.84358 1.63720
H -2.27816 -1.67174 3.35380
*
```

Calculated values
* LUMO energy: 2.075 eV
* HOMO: -5.229 eV
* ΔE to the lowest compared entry with this formula, charge and spin: 243.3 kJ/mol

=====

# 2
This record from the OMol25 dataset describes a structure of composition C8H14N2PRu at a distorted geometry. The level of theory is ωB97M-V/def2-TZVPD.

```
! RIJCOSX wB97M-V def2-TZVPD def2/J DEFGRID3
* xyz 0 6
C 1.97149 0.58448 -2.40732
C 2.58280 -0.28659 -3.30240
C 2.20127 -1.62236 -3.49113
C 1.12195 -2.24695 -2.85750
C 0.26915 -1.60755 -1.93640
Ru 0.81067 -0.08286 -0.98476
P 0.29929 2.14311 -0.74459
H 2.30281 1.64628 -2.44845
H 3.41786 0.08853 -3.90683
H 2.78073 -2.21269 -4.20531
H -0.62294 -2.19510 -1.65277
H 0.90846 -3.29018 -3.11058
H -1.04633 2.62661 -0.86187
H 0.94808 3.11506 -1.56532
H 0.73063 2.65485 0.52270
C -2.78194 0.87998 2.86505
N -1.56793 0.07318 2.69988
C -1.07322 -0.65398 3.86612
C -0.91378 0.02599 1.57822
N -0.20600 -0.37654 0.70745
H -3.11831 0.75124 3.90008
H -3.56521 0.54762 2.17392
H -2.58036 1.93963 2.66582
H -1.02161 -1.72947 3.66057
H -0.07097 -0.31029 4.15066
H -1.77661 -0.46200 4.68475
*
```

Calculated values
* LUMO energy (spin up / spin down): 0.879 / -1.263 eV
* ⟨S²⟩: 8.78
* HOMO (spin up / spin down): -4.113 / -8.297 eV
* ΔE to the lowest compared entry with this formula, charge and spin: 29.5 kJ/mol

=====

# 3
This record from the OMol25 dataset describes the molecule C7H12O at a distorted geometry. The level of theory is ωB97M-V/def2-TZVPD.

```
! RIJCOSX wB97M-V def2-TZVPD def2/J DEFGRID3
* xyz 0 1
C 2.25785 -2.66569 -0.65478
C 2.15665 -2.18936 0.60796
C 0.95979 -1.37552 0.90364
C 0.64583 -0.10364 0.64435
C -0.62198 0.60313 1.07448
C -1.72113 0.88540 -0.09798
C -1.14612 1.81997 -1.14298
O -1.64932 3.15436 -0.69383
H 1.54204 -2.50372 -1.42218
H 3.22290 -3.31216 -0.76052
H 2.70632 -2.52000 1.51637
H 0.12234 -1.84851 1.50169
H 1.19783 0.54899 -0.01449
H -1.22247 -0.10280 1.67329
H -0.50203 1.48576 1.55313
H -1.98260 -0.12461 -0.44431
H -2.73286 1.21848 0.45712
H -0.00745 1.84933 -0.85891
H -1.16445 1.66600 -2.27895
H -2.06115 3.51460 -1.56311
*
```

Calculated values
* SMILES: C=C/C=C/CCCO
* LUMO energy: 0.930 eV
* HOMO: -9.211 eV
* ΔE to the lowest compared entry with this formula, charge and spin: 309.8 kJ/mol

=====

# 4
This record from the OMol25 dataset describes a structure of composition C18H22BrN3ReS5SbSe4Si at a distorted geometry. The level of theory is ωB97M-V/def2-TZVPD.

```
! RIJCOSX wB97M-V def2-TZVPD def2/J DEFGRID3
* xyz 2 1
Re -0.44176 0.82080 -0.27231
C 1.12461 1.84134 3.15095
C 0.47393 0.50721 2.96957
C 0.46351 -0.46621 3.96730
C -0.15611 -1.67710 3.72912
C -0.76580 -1.94670 2.50287
C -0.72353 -0.94658 1.56260
N -0.12996 0.23901 1.81309
N -1.18427 -0.88605 0.22588
Si -2.51460 -2.02591 -0.30042
C -3.82183 -1.88531 1.01524
C -1.73558 -3.70894 -0.44197
C -3.21976 -1.53510 -1.94293
H 0.59067 2.42398 3.90374
H 1.14336 2.39941 2.21658
H 2.14812 1.71906 3.50537
H 0.94416 -0.26399 4.91387
H -0.16206 -2.43718 4.49933
H -1.22856 -2.90073 2.30719
H -3.57172 -2.39722 1.94352
H -4.74497 -2.32898 0.63460
H -4.04372 -0.84143 1.24960
H -1.39548 -4.12648 0.50504
H -0.87988 -3.68476 -1.12104
H -2.46280 -4.40785 -0.86240
H -3.64293 -0.53089 -1.95336
H -4.03714 -2.23474 -2.14239
H -2.50977 -1.62710 -2.76558
Br -3.89698 6.42962 1.09545
C -2.88279 4.91350 0.72279
C -2.87685 3.83816 1.60428
C -2.10603 2.74148 1.30049
N -1.38350 2.65411 0.16357
C -1.40306 3.69859 -0.69185
C -2.11960 4.84400 -0.43756
H -3.44971 3.85999 2.51982
H -2.04503 1.90151 1.98005
H -0.81368 3.59878 -1.59263
H -2.09105 5.66500 -1.13895
C -1.65551 1.69669 -5.86964
S 0.11218 1.87192 -5.51103
C 0.43354 0.36445 -4.68325
C -0.10510 -0.06742 -3.49701
S -1.11392 0.95438 -2.48501
S 0.47184 -1.60873 -2.97807
C 1.62726 -1.83044 -4.16667
S 2.74595 -3.18143 -4.09194
S 1.65684 -0.64536 -5.34910
H -1.94228 2.63761 -6.33573
H -2.23036 1.56063 -4.95744
H -1.82215 0.88356 -6.57069
Se 4.37319 -2.20435 -2.97585
Sb 3.85018 -2.89867 -0.54228
Se 1.78437 0.91431 -0.63241
Se 5.32540 -1.67951 0.77275
Se 2.02282 -4.32655 -0.41773
*
```

Calculated values
* LUMO energy (spin up / spin down): -7.131 / -7.297 eV
* HOMO (spin up / spin down): -13.605 / -13.595 eV

=====

# 5
This record from the OMol25 dataset describes a structure of composition C26H23CoN7O2S5. The level of theory is ωB97M-V/def2-TZVPD.

```
! RIJCOSX wB97M-V def2-TZVPD def2/J DEFGRID3
* xyz -2 4
Co 0.97053 1.79194 -0.14496
C -1.50474 5.18708 0.68727
C -0.60346 3.99102 0.95361
O -0.06506 3.47582 -0.07185
C -0.46164 3.55377 2.26618
C 0.38171 2.47884 2.70069
C 0.39165 2.12868 4.16858
N 1.12476 1.81581 1.87397
N 1.94881 0.83175 2.44067
C 2.42822 0.08280 1.47820
O 2.14849 0.17155 0.24208
C 3.38308 -0.99991 1.87831
C 4.13983 -1.61534 0.88883
C 5.05713 -2.60712 1.21887
C 5.21800 -2.99965 2.54031
C 4.45742 -2.38961 3.53343
C 3.54746 -1.39464 3.20448
H -1.33203 5.53531 -0.32947
H -1.31165 5.99891 1.39145
H -2.55548 4.89844 0.78771
H -1.01739 4.08287 3.03203
H -0.36630 2.70312 4.70393
H 1.37265 2.32490 4.60463
H 0.20603 1.06131 4.29582
H 3.99381 -1.29186 -0.13454
H 5.65210 -3.06910 0.43951
H 5.93010 -3.77605 2.79718
H 4.58011 -2.68930 4.56853
H 2.95170 -0.89879 3.96080
S 5.14758 0.25646 -5.96793
C 4.17509 0.76594 -4.69489
S 4.67453 1.84015 -3.46793
C 3.19559 1.96474 -2.52896
C 2.16370 1.24180 -3.04091
S 0.54615 1.14889 -2.39865
S 2.53271 0.36070 -4.50697
S 3.18421 2.96182 -1.11221
C -0.65760 -1.36802 1.26315
C -1.57015 -0.38059 0.62361
N -1.21023 0.78451 0.17751
C -2.33063 1.38266 -0.34903
C -3.39853 0.55224 -0.23040
N -2.90775 -0.58818 0.39368
C -3.59383 -1.83673 0.53835
N -4.16439 -2.22623 -0.73634
N -5.44716 -2.59458 -0.84974
N -5.70225 -2.89560 -2.06729
C -4.54809 -2.70837 -2.80761
C -4.29119 -2.86852 -4.17342
C -3.03221 -2.54383 -4.61403
C -2.03078 -2.06519 -3.73245
C -2.25914 -1.91881 -2.38954
C -3.54751 -2.26442 -1.95071
H 0.35852 -0.99482 1.14994
H -0.71558 -2.35130 0.78752
H -0.87103 -1.48364 2.32853
H -2.26279 2.35421 -0.81143
H -4.42368 0.63058 -0.54937
H -4.40266 -1.81559 1.26657
H -2.85472 -2.57310 0.84837
H -5.06155 -3.21798 -4.84851
H -2.79967 -2.63476 -5.66725
H -1.06258 -1.78234 -4.12498
H -1.49825 -1.51466 -1.73296
*
```

Calculated values
* LUMO energy (spin up / spin down): 4.103 / 4.103 eV
* ⟨S²⟩: 3.76
* HOMO (spin up / spin down): -0.623 / -0.657 eV
* ΔE to the lowest compared entry with this formula, charge and spin: 0.0 kJ/mol

=====

# 6
This record from the OMol25 dataset describes the molecule Cl2H4Si3 at a distorted geometry. The level of theory is ωB97M-V/def2-TZVPD.

```
! RIJCOSX wB97M-V def2-TZVPD def2/J DEFGRID3
* xyz 0 1
Si 1.81323 -0.47993 0.61612
Si -0.08161 0.83236 0.68107
Cl 0.85572 2.31345 -0.48313
Si -1.76668 0.06252 -0.67537
Cl -2.40903 -1.02615 0.94500
H 3.25733 0.10633 0.13232
H 2.53968 -1.55439 1.20649
H -1.32528 -1.16814 -1.30260
H -2.88335 0.91395 -1.11990
*
```

Calculated values
* SMILES: [SiH2]=[Si](Cl)[SiH2]Cl
* LUMO energy (spin up / spin down): -1.714 / -1.713 eV
* HOMO (spin up / spin down): -8.091 / -8.092 eV
* ΔE to the lowest compared entry with this formula, charge and spin: 172.1 kJ/mol

=====

# 7
This record from the OMol25 dataset describes a structure of composition C2H2MgO2Tl at a distorted geometry. The level of theory is ωB97M-V/def2-TZVPD.

```
! RIJCOSX wB97M-V def2-TZVPD def2/J DEFGRID3
* xyz 1 1
O 0.90537 -1.59830 0.24030
C 0.71566 -1.18694 -0.87867
C 0.12469 -0.12097 -1.45268
O -0.48528 0.65839 1.56374
Tl -1.63041 2.81689 2.35504
Mg 0.39346 -0.86861 2.07174
H -0.81548 -0.31100 -1.98010
H 0.79199 0.61054 -1.91937
*
```

Calculated values
* LUMO energy (spin up / spin down): -5.015 / -5.015 eV
* HOMO (spin up / spin down): -12.063 / -12.064 eV
* ΔE to the lowest compared entry with this formula, charge and spin: 214.9 kJ/mol

=====

# 8
This record from the OMol25 dataset describes a structure of composition C7H7AuN2O2S5. The level of theory is ωB97M-V/def2-TZVPD.

```
! RIJCOSX wB97M-V def2-TZVPD def2/J DEFGRID3
* xyz 0 3
Au 0.77031 0.18163 -0.26298
S 2.66567 -5.68805 -4.14882
C 2.21650 -4.33244 -3.37178
S 3.32797 -3.28899 -2.54366
C 2.17828 -2.18371 -1.84334
C 0.82327 -2.47098 -2.11878
S -0.53088 -1.61745 -1.61573
S 0.56182 -3.89457 -3.09291
S 2.80792 -0.92842 -0.90573
C -2.09706 1.36767 3.11458
C -1.12224 1.23835 1.98282
N -0.41347 0.19738 1.78338
O -0.64263 -0.82382 2.67322
C -0.92643 2.34322 1.02930
C -1.47250 3.71758 1.26538
N -0.25843 2.08410 -0.04850
O 0.01725 2.85683 -0.97072
H -2.52402 0.39687 3.34886
H -2.89296 2.06846 2.87167
H -1.58245 1.72884 4.00889
H -0.09204 -1.53965 2.33292
H -1.40132 3.98556 2.31896
H -2.52137 3.77964 0.96520
H -0.91059 4.43895 0.67637
*
```

Calculated values
* LUMO energy (spin up / spin down): -0.322 / -2.444 eV
* ⟨S²⟩: 2.04
* HOMO (spin up / spin down): -7.513 / -8.164 eV
* ΔE to the lowest compared entry with this formula, charge and spin: 45.9 kJ/mol